(1)
{"formula": "C5H14N2", "method": "ωB97M-V/def2-TZVPD", "elements": ["C", "N", "C", "C", "C", "C", "N", "H", "H", "H", "H", "H", "H", "H", "H", "H", "H", "H", "H", "H", "H"], "xyz": [[0.45729, 0.24502, 0.87578], [0.84801, 1.13504, -0.19955], [2.32003, 1.35561, -0.09857], [0.28286, -1.29059, 0.39685], [-0.83076, -1.27465, -0.65099], [-1.94905, -0.28175, -0.53693], [-2.89771, -0.44055, 0.59386], [1.38212, 0.09015, 1.54253], [-0.43268, 0.59047, 1.58631], [2.93444, 2.25242, -1.70728], [2.88155, 0.41361, 0.08383], [2.65728, 1.89605, -1.03712], [2.62708, 1.93492, 0.81774], [1.22122, -1.63569, -0.08599], [0.28827, -1.93454, 1.21468], [-0.10158, -0.69273, -1.36215], [-1.04146, -2.32987, -1.15288], [-2.34938, -0.14931, -1.47032], [-1.61104, 0.71685, -0.50857], [-2.93119, 0.33898, 1.18186], [-3.75527, -0.93945, 0.51692]], "forces_ev_per_a": [[2.0, -3.2, 1.4], [3.1, 2.4, 0.8], [-5.2, -3.8, 5.2], [-0.2, 2.0, -0.6], [2.8, -0.7, -2.5], [-0.8, -0.9, 2.6], [1.4, -0.9, -1.1], [-1.5, 0.5, 0.0], [1.8, -0.4, -2.0], [0.6, 0.6, -1.4], [-0.2, -0.1, -0.3], [0.6, 1.2, -1.6], [0.0, 1.2, -2.0], [-0.3, 0.6, -0.1], [-1.0, -1.0, 1.8], [-1.9, -1.2, -0.1], [0.1, 2.2, 1.2], [-2.0, -0.7, -2.5], [1.3, 1.1, 0.9], [-0.3, 1.1, 0.8], [-0.3, -0.1, -0.4]], "multiplicity": 1, "de_lowest_ev": 9.327, "energy_ha": -308.08030}



(2)
{"formula": "C5H14N2", "method": "ωB97M-V/def2-TZVPD", "elements": ["C", "C", "N", "C", "C", "N", "C", "H", "H", "H", "H", "H", "H", "H", "H", "H", "H", "H", "H", "H", "H"], "xyz": [[1.16055, -3.08189, 0.28498], [0.36937, -1.94580, 0.92378], [-0.12702, -1.02930, -0.09560], [-1.23745, -0.12835, 0.15334], [-0.83363, 1.31940, 0.21978], [-0.50242, 1.84400, -1.13250], [0.12715, 3.16930, -0.98483], [1.37655, -3.75303, 1.13040], [2.14757, -2.73351, -0.03390], [0.68625, -3.66277, -0.49704], [0.81874, -1.43254, 1.78361], [-0.51985, -2.47157, 1.29615], [0.61681, -0.68543, -0.67648], [-1.62549, -0.36493, 1.14824], [-2.09789, -0.29896, -0.50157], [-1.68920, 1.93441, 0.50555], [0.01932, 1.43400, 0.90106], [0.27463, 1.29378, -1.48459], [-0.57772, 3.97644, -0.79419], [0.93306, 3.17091, -0.25163], [0.68068, 3.44585, -1.89455]], "forces_ev_per_a": [[1.5, 0.3, 1.6], [-1.9, -0.4, -1.0], [0.0, -0.4, -0.4], [0.2, -0.4, 1.1], [-0.4, 0.5, -1.5], [0.9, 0.4, 0.7], [0.5, 0.1, -0.9], [0.1, -0.2, -0.4], [-0.1, -0.1, -0.3], [-0.4, 0.4, -0.1], [0.5, -0.3, -0.1], [0.0, 0.4, 0.3], [0.0, 0.3, -0.1], [0.0, -0.1, 0.1], [0.3, 0.2, -0.4], [0.1, -0.1, 0.6], [-0.2, 0.1, 0.2], [-0.2, -0.4, -0.2], [-0.1, -0.2, 0.2], [-0.1, 0.1, 0.7], [-0.5, -0.2, -0.1]], "multiplicity": 1, "smiles": "CCNCCNC", "de_lowest_ev": 1.391, "energy_ha": -308.37195}



(3)
{"formula": "C5H14N2", "method": "ωB97M-V/def2-TZVPD", "elements": ["C", "C", "C", "C", "H", "H", "H", "H", "H", "H", "H", "H", "N", "C", "N", "H", "H", "H", "H", "H", "H"], "xyz": [[0.89565, -0.25836, 1.62173], [1.51541, -0.04635, 0.45691], [1.49687, 1.29933, -0.22258], [2.82110, 2.04149, -0.17864], [1.19745, -1.10870, 2.22579], [0.07041, 0.35896, 1.94885], [1.93118, -0.85857, -0.13614], [1.17311, 1.15698, -1.26442], [0.71278, 1.91613, 0.22599], [3.64640, 1.43744, -0.55987], [2.75558, 2.96440, -0.76019], [3.06668, 2.35626, 0.83746], [-2.83080, -1.89610, -1.40811], [-1.77948, -1.51756, -0.46956], [-2.12353, -0.45088, 0.48509], [-3.69149, -2.11965, -0.92132], [-3.05725, -1.11936, -2.02127], [-1.52675, -2.40472, 0.11368], [-0.89818, -1.21485, -1.03333], [-2.54896, 0.30189, -0.04164], [-2.82616, -0.83778, 1.10156]], "forces_ev_per_a": [[0.7, -0.5, -0.5], [-0.7, 0.6, 0.0], [-1.1, -0.4, -0.6], [0.1, 0.3, 0.1], [-0.7, -0.3, -0.2], [0.5, 0.5, 0.4], [0.9, 0.0, 0.6], [0.2, 0.1, 0.0], [0.1, 0.0, 0.1], [0.0, 0.0, 0.0], [0.1, -0.1, -0.1], [0.0, -0.2, 0.1], [0.1, 0.1, -0.2], [-0.4, 0.1, 0.3], [0.2, -0.5, -0.3], [0.1, -0.1, 0.1], [0.1, -0.1, 0.0], [0.1, 0.1, 0.0], [0.0, 0.0, 0.0], [-0.1, 0.2, 0.1], [-0.2, 0.3, 0.2]], "multiplicity": 1, "smiles": "C=CCC.NCN", "de_lowest_ev": 1.605, "energy_ha": -308.36409}



(4)
{"formula": "C5H14N2", "method": "ωB97M-V/def2-TZVPD", "elements": ["C", "C", "C", "C", "C", "N", "N", "H", "H", "H", "H", "H", "H", "H", "H", "H", "H", "H", "H", "H", "H"], "xyz": [[1.76680, 0.15266, -1.17379], [1.06645, -0.19801, 0.13947], [0.05244, 0.85340, 0.59658], [-1.10546, 1.11045, -0.38934], [-1.81043, -0.23001, -0.79226], [-1.90025, -1.22742, 0.20276], [2.06111, -0.54950, 1.15793], [2.40399, -0.68545, -1.44684], [2.37091, 1.05445, -1.06675], [1.03094, 0.26832, -1.97129], [0.50561, -1.11728, -0.03334], [0.56970, 1.76376, 0.90895], [-0.46382, 0.40463, 1.44932], [-1.85469, 1.71758, 0.12918], [-0.75361, 1.59634, -1.30018], [-1.22106, -0.60917, -1.63667], [-2.76796, 0.04809, -1.25846], [-2.94220, -0.24507, 1.38756], [-2.56803, -0.90336, 1.10634], [1.62774, -1.14597, 1.84472], [2.40733, 0.27338, 1.63809]], "forces_ev_per_a": [[-0.3, -0.3, 0.3], [0.1, -0.1, -0.4], [-0.5, -0.5, -0.1], [0.6, -0.7, 0.3], [-0.1, 1.4, -0.1], [0.3, 0.3, -1.0], [-0.1, 0.1, -0.2], [0.2, 0.1, 0.0], [0.0, 0.1, -0.1], [0.1, 0.3, -0.1], [0.0, 0.0, 0.0], [-0.1, 0.1, -0.1], [0.4, 0.2, 0.4], [0.0, 0.2, -0.2], [-0.2, 0.3, 0.0], [0.1, -0.7, 0.3], [0.0, -0.2, -0.1], [0.2, 0.5, -0.4], [-0.6, -1.0, 1.2], [0.0, 0.0, 0.3], [0.0, 0.0, 0.0]], "multiplicity": 1, "de_lowest_ev": 5.809, "energy_ha": -308.20959}



(5)
{"formula": "C5H14N2", "method": "ωB97M-V/def2-TZVPD", "elements": ["C", "N", "C", "C", "C", "C", "N", "H", "H", "H", "H", "H", "H", "H", "H", "H", "H", "H", "H", "H", "H"], "xyz": [[0.17344, -1.87778, 1.97704], [-0.63664, -2.01422, 0.77730], [-0.03445, -1.53736, -0.48243], [0.90735, -0.31717, -0.43600], [0.44811, 0.91119, -1.22790], [-0.83107, 1.55588, -0.66970], [-0.70721, 2.86693, -0.02770], [0.19776, -0.83236, 2.31014], [-0.06064, -2.63474, 2.70857], [1.21850, -1.97724, 1.67941], [-1.52152, -1.54302, 0.84273], [-0.83296, -1.24840, -1.10224], [0.48970, -2.37099, -0.94909], [1.91933, -0.59392, -0.74425], [1.11439, 0.08001, 0.56340], [0.31375, 0.72860, -2.29188], [1.28211, 1.61174, -1.11371], [-1.58923, 1.64758, -1.44532], [-1.25201, 0.88293, 0.08378], [0.24287, 3.06350, 0.26886], [-0.84157, 3.59885, -0.72100]], "forces_ev_per_a": [[0.7, 0.9, -1.2], [0.0, 0.0, -0.7], [1.1, -0.1, 1.2], [0.5, 0.3, 0.1], [0.3, 0.2, 0.2], [-0.1, -0.2, 0.4], [0.3, 0.7, -0.5], [-0.5, -0.2, 0.8], [-0.2, 0.1, 0.4], [0.1, -0.6, 0.0], [-0.2, 0.0, 0.6], [-1.2, 0.0, -1.0], [0.0, 0.0, -0.1], [-0.1, -0.1, -0.4], [-0.5, -0.3, 0.2], [0.2, -0.3, -0.1], [-0.2, 0.3, -0.3], [0.0, 0.0, 0.0], [0.0, -0.1, 0.0], [0.1, -0.4, 0.3], [-0.3, -0.1, 0.0]], "multiplicity": 1, "smiles": "CNCCCCN", "de_lowest_ev": 1.385, "energy_ha": -308.37216}



(6)
{"formula": "C5H14N2", "method": "ωB97M-V/def2-TZVPD", "elements": ["C", "C", "C", "C", "N", "C", "N", "H", "H", "H", "H", "H", "H", "H", "H", "H", "H", "H", "H", "H", "H"], "xyz": [[1.37008, 1.32096, 1.44614], [1.74806, 0.59348, 0.14444], [0.82703, 1.08642, -0.95261], [-0.70079, 0.93604, -0.51804], [-0.97567, -0.40606, 0.25571], [-1.44773, -1.59044, -0.66850], [-1.78194, -2.68448, 0.14825], [1.76110, 0.74766, 2.26475], [1.78314, 2.37707, 1.47444], [0.29745, 1.60287, 1.57047], [2.77983, 1.09348, -0.00375], [1.96606, -0.49942, 0.15355], [1.21776, 0.75014, -2.00705], [0.96112, 2.25141, -0.96900], [-1.10600, 1.67378, 0.22707], [-1.17802, 0.80809, -1.42289], [-1.32974, -0.67600, 1.18921], [-0.55494, -1.71772, -1.34304], [-2.13655, -1.07488, -1.24565], [-0.93687, -3.29720, 0.40246], [-2.56336, -3.29520, -0.14595]], "forces_ev_per_a": [[-0.5, 1.2, 0.1], [2.2, 1.8, -0.1], [0.3, 2.0, -0.3], [1.1, -2.9, 3.5], [0.3, -1.6, -2.0], [4.2, 2.8, 1.2], [0.5, -2.5, 0.7], [-0.1, 0.1, 0.8], [0.2, -1.3, -0.1], [0.7, -1.1, 0.1], [-1.2, -1.2, -0.4], [-0.8, 0.8, 0.4], [-1.5, 0.2, 1.8], [-0.1, -1.9, -0.2], [0.6, -0.1, -1.6], [-2.0, 0.4, -1.7], [0.2, 1.6, -0.7], [-0.7, -0.5, 0.4], [-2.4, -0.2, -1.2], [-1.9, 1.4, -0.7], [0.9, 0.8, 0.1]], "multiplicity": 1, "smiles": "CCCCNCN", "de_lowest_ev": 3.087, "energy_ha": -308.30960}



What is the formula in the second record?
C5H14N2



multiplicity of number 4 (C5H14N2)?
1